*1*
{"formula": "C2H8OS2", "method": "ωB97M-V/def2-TZVPD", "elements": ["C", "S", "S", "C", "H", "H", "H", "H", "H", "H", "H", "H", "O"], "xyz": [[0.1804, -2.0987, -0.0942], [1.4730, -0.8980, -0.0771], [0.6653, 0.9206, -0.8243], [-0.4392, 1.6322, 0.4611], [0.1951, -2.5841, 0.9074], [-0.8651, -1.7525, -0.1862], [0.2158, -2.8243, -0.9409], [0.1319, 2.5551, 0.6441], [-1.3186, 1.9800, -0.0777], [-0.6610, 1.0782, 1.3794], [-2.5003, 0.9468, 1.5093], [-2.8416, 0.1379, 0.2170], [-3.1273, 0.3233, 1.1092]], "homo_energy_ev": -8.796, "smiles": "CSSC.O"}

***

*2*
{"formula": "C2H8OS2", "method": "ωB97M-V/def2-TZVPD", "elements": ["S", "S", "C", "C", "H", "H", "H", "H", "H", "H", "O", "H", "H"], "xyz": [[-3.1196, -0.6432, -1.7352], [-0.2984, 0.2249, -1.0946], [-0.4014, -0.3713, 0.6049], [-1.9949, 0.7413, -1.4765], [-2.1865, -1.2194, -2.5224], [-0.5158, 0.5017, 1.2693], [0.5203, -0.9084, 0.8852], [-1.2614, -1.0449, 0.7577], [-2.3413, 1.4028, -0.6592], [-1.9146, 1.3545, -2.3946], [4.3490, 0.3549, 2.1621], [4.1563, -0.4429, 2.7049], [5.0084, 0.0500, 1.4984]], "homo_energy_ev": -8.587, "smiles": "CSCS.O"}

***

Q: Which of them is the least stable? A: *1*.

***

*1*
{"formula": "C5H15N2", "method": "ωB97M-V/def2-TZVPD", "elements": ["C", "C", "C", "N", "H", "H", "H", "H", "H", "H", "H", "H", "H", "C", "C", "N", "H", "H", "H", "H", "H", "H"], "xyz": [[1.5224, -1.1996, 0.3234], [0.0021, -1.1871, 0.5358], [-0.7845, -1.3484, -0.7940], [-0.4901, -2.1786, 1.4991], [1.8290, -0.4240, -0.3852], [2.0185, -0.9763, 1.2687], [1.8534, -2.1663, -0.0581], [-0.2823, -0.2404, 0.9988], [-1.8539, -1.2190, -0.6003], [-0.4486, -0.6200, -1.5487], [-0.5789, -2.3292, -1.2026], [0.0987, -2.1396, 2.3238], [-0.3496, -3.1103, 1.1187], [-0.0044, 2.3689, 0.1258], [0.8815, 2.5925, -0.8208], [-1.3170, 1.7990, -0.2788], [0.1244, 2.3108, 1.1973], [1.9138, 2.8054, -0.5667], [0.6890, 2.5262, -1.8865], [-1.5046, 2.0205, -1.2601], [-1.1972, 0.7561, -0.3154], [-2.1217, 1.9594, 0.3258]], "homo_energy_ev": -12.795, "charge": 1}

***

*2*
{"formula": "C5H15N2", "method": "ωB97M-V/def2-TZVPD", "elements": ["C", "C", "C", "C", "N", "C", "N", "H", "H", "H", "H", "H", "H", "H", "H", "H", "H", "H", "H", "H", "H", "H"], "xyz": [[1.6732, -1.1370, -0.5269], [0.5409, -1.0624, 0.5009], [0.4591, 0.3110, 1.1517], [-0.0416, 1.5284, 0.3784], [-1.3547, 1.3416, -0.1908], [-2.3997, 0.7867, 0.6826], [1.1383, -1.3013, -1.9348], [2.3393, -1.9337, -0.2260], [2.2261, -0.2155, -0.5571], [-0.4217, -1.4154, 0.1063], [0.6606, -1.7931, 1.3025], [1.4138, 0.5522, 1.6115], [-0.2255, 0.2323, 1.9842], [0.5907, 1.7337, -0.4943], [0.1123, 2.3446, 1.0773], [-1.6663, 2.1618, -0.6856], [-2.1320, 0.7931, 1.7345], [-2.5410, -0.2682, 0.4247], [-3.3371, 1.2977, 0.5151], [0.1197, -1.1897, -1.9519], [1.3928, -2.2040, -2.3355], [1.4526, -0.5628, -2.5667]], "homo_energy_ev": -12.008, "smiles": "CNCCCC[NH3+]", "charge": 1}

***

*3*
{"formula": "C5H15N2", "method": "ωB97M-V/def2-TZVPD", "elements": ["C", "N", "C", "C", "C", "N", "C", "H", "H", "H", "H", "H", "H", "H", "H", "H", "H", "H", "H", "H", "H", "H"], "xyz": [[-1.1586, 0.7445, 0.7679], [-0.0288, 0.9332, 0.0276], [2.5448, -0.5764, 0.8334], [3.0442, 0.6286, 0.0312], [-1.6041, -0.7010, 0.5713], [-1.5244, -0.9907, -0.8355], [-2.6461, -0.4767, -1.5924], [-1.0275, 1.1030, 1.8122], [-1.9866, 1.3965, 0.3904], [1.4804, -0.6103, 1.1013], [3.1360, -0.6982, 1.7425], [2.7457, -1.4654, 0.2362], [2.8764, 1.6135, 0.4680], [2.6389, 0.6260, -0.9856], [4.1199, 0.4966, -0.0925], [-2.5305, -1.0110, 1.0402], [-0.8171, -1.3006, 1.0565], [-0.6462, -0.5838, -1.1762], [0.1953, 1.9415, 0.0076], [-2.8828, 0.5716, -1.3485], [-3.5273, -1.0888, -1.4030], [-2.4015, -0.5522, -2.6523]], "homo_energy_ev": -14.396, "charge": 1}

***

Q: Which of them is the least stable? A: *3*.

***

*1*
{"formula": "C2H3NOS2", "method": "ωB97M-V/def2-TZVPD", "elements": ["C", "C", "H", "H", "H", "N", "O", "S", "S"], "xyz": [[-0.9195, -0.7583, 0.1917], [1.6908, 0.0506, 0.2145], [-1.0699, 1.1737, -1.0867], [-0.9821, -1.6233, 0.8267], [1.3286, 0.2003, 1.2124], [-1.8835, 0.0539, 0.2561], [-1.8787, 1.1547, -0.5255], [0.4988, -0.6057, -0.8999], [3.2156, 0.3541, -0.1892]], "homo_energy_ev": -9.304, "smiles": "O/N=C\\SC=S"}

***

*2*
{"formula": "C2H3NOS2", "method": "ωB97M-V/def2-TZVPD", "elements": ["C", "C", "N", "O", "S", "S", "H", "H", "H"], "xyz": [[0.2121, -0.3699, 1.4470], [-0.4295, 0.4285, -0.4874], [0.1918, -1.5430, 0.9461], [-0.3518, 0.7327, 0.8084], [-0.3979, -1.4275, -0.6248], [1.1678, 0.9701, -1.3708], [0.3333, -0.3021, 2.5693], [-1.3010, 0.8563, -0.7685], [0.5753, 0.6550, -2.5194]], "homo_energy_ev": -8.562}

***

*3*
{"formula": "C2H3NOS2", "method": "ωB97M-V/def2-TZVPD", "elements": ["C", "C", "H", "H", "H", "N", "O", "S", "S"], "xyz": [[-0.1099, -0.0293, -0.3563], [-0.2788, -0.8019, 0.9655], [0.8845, 3.1677, -1.7342], [-0.2729, -0.6787, -1.2219], [0.1045, -2.5789, 1.5403], [0.0535, 1.2497, -0.4126], [-0.1288, -2.0298, 0.7234], [0.2330, 1.8157, -2.0548], [-0.4851, -0.1146, 2.5506]], "homo_energy_ev": -8.912, "smiles": "OC(=S)/C=N/S"}

***

Q: Which of them is the least stable? A: *1*.

***

*1*
{"formula": "C2H3NOS2", "method": "ωB97M-V/def2-TZVPD", "elements": ["C", "C", "H", "H", "H", "N", "O", "S", "S"], "xyz": [[-0.5061, 1.3235, -0.0306], [0.9738, -0.6338, 0.0410], [-2.4695, -0.1091, -0.1698], [0.4667, 1.8585, -0.1265], [0.8214, -1.7185, -0.0257], [-0.2781, -0.0613, 0.1010], [-1.6333, 1.7853, 0.0189], [-1.6556, -1.1470, -0.0191], [2.4923, 0.0206, -0.0184]], "homo_energy_ev": -9.241, "smiles": "O=CN(S)C=S"}

***

*2*
{"formula": "C2H3NOS2", "method": "ωB97M-V/def2-TZVPD", "elements": ["C", "C", "N", "O", "S", "S", "H", "H", "H"], "xyz": [[-0.1236, 0.0596, -0.5169], [-1.2560, -1.2527, 1.1653], [-0.8835, -0.5766, 0.1396], [3.3902, -1.2327, 0.4593], [3.9742, 1.3036, -0.6488], [2.8608, 0.1207, 0.3876], [-0.2119, 0.8485, -1.2183], [-1.2670, -0.8888, 2.2449], [-1.9638, -2.0746, 1.0432]], "homo_energy_ev": -8.178}

***

Q: Which of them is the least stable? A: *2*.